DFT (ωB97M-V/def2-TZVPD) results for a molecular structure, C29H26Cl3N3O2P2RuS2 at a distorted geometry.

Output
LUMO (spin up / spin down): -6.02 / -7.36 eV
Kohn-Sham gap (spin up / spin down): 7.62 / 6.78 eV

The geometry in ORCA input format:
```
! RIJCOSX wB97M-V def2-TZVPD def2/J DEFGRID3
* xyz 2 5
Ru 0.3255 0.4251 0.2852
S -1.1381 -0.6545 1.8973
P 0.6212 -1.5125 2.4794
C 1.4835 -1.0756 0.9953
P 1.6885 -2.1005 -0.4490
S 0.2033 -1.3229 -1.5862
C 3.3279 -1.7239 -1.0804
C 3.9348 -0.5035 -0.7692
C 5.1850 -0.2052 -1.2883
C 5.8363 -1.1213 -2.1061
C 5.2366 -2.3338 -2.4150
C 3.9853 -2.6431 -1.8986
C 1.5597 -3.8716 -0.3173
C 0.4995 -4.5308 -0.9302
C 0.4484 -5.9176 -0.8914
C 1.4389 -6.6305 -0.2298
C 2.4870 -5.9677 0.4025
C 2.5546 -4.5861 0.3585
C 1.3481 -0.6057 3.8418
C 2.0924 0.5460 3.5784
C 2.5916 1.2954 4.6305
C 2.3524 0.9032 5.9414
C 1.6058 -0.2363 6.2067
C 1.1039 -0.9986 5.1592
C 0.4854 -3.2241 2.9295
C 1.5420 -3.8395 3.6122
C 1.4396 -5.1761 3.9589
C 0.2956 -5.8929 3.6211
C -0.7419 -5.2849 2.9254
C -0.6498 -3.9466 2.5717
H 3.4371 0.2048 -0.1236
H 5.6610 0.7385 -1.0472
H 6.8189 -0.8888 -2.5006
H 5.7418 -3.0427 -3.0598
H 3.5173 -3.5868 -2.1508
H -0.2713 -3.9709 -1.4442
H -0.3634 -6.4410 -1.3818
H 1.3958 -7.7133 -0.2046
H 3.2576 -6.5318 0.9155
H 3.3824 -4.0656 0.8281
H 2.2902 0.8534 2.5636
H 3.1770 2.1851 4.4315
H 2.7512 1.4902 6.7613
H 1.4111 -0.5353 7.2288
H 0.5080 -1.8765 5.3723
H 2.4297 -3.2776 3.8778
H 2.2453 -5.6582 4.5011
H 0.2150 -6.9370 3.9008
H -1.6274 -5.8523 2.6633
H -1.4593 -3.4661 2.0344
C 3.3685 4.2140 0.9564
O 2.7844 3.9728 -0.3500
C 2.0350 2.9103 -0.4737
O 1.8019 2.1198 0.4528
N 1.5563 2.7717 -1.7224
N 0.7259 1.6918 -1.9856
H 4.0322 5.0554 0.8165
H 3.9207 3.3395 1.2866
H 2.5868 4.4594 1.6694
H 1.7730 3.4606 -2.4238
H 1.1546 1.0635 -2.6509
H -0.1620 2.0101 -2.3459
Cl -2.6676 4.1949 2.4097
C -3.2133 3.3773 0.9529
Cl -3.5630 4.5159 -0.3298
Cl -4.5823 2.3455 1.2788
C -2.0987 2.5189 0.4970
N -1.2497 1.8453 0.1419
*
```